Entry 1:
Density functional theory data (ωB97M-V/def2-TZVPD) for a molecular structure, C42H46F3GeIN3O2PbSb.

Geometry (Å):
Pb1 3.27605 -12.06342 14.32744
C1 4.46820 -10.37165 17.99261
C2 5.33057 -11.46490 18.27687
C3 4.52273 -12.64159 18.30398
C4 3.20345 -12.26521 18.04488
C5 3.15681 -10.84933 17.86187
C6 1.90755 -10.03977 17.69233
C7 1.99522 -13.12867 18.08442
C8 4.97515 -14.01171 18.66162
C9 6.82712 -11.41601 18.43434
C10 4.94867 -8.95086 17.88454
H1 1.31863 -9.90817 18.67709
H2 1.19804 -10.48446 16.97604
H3 2.12520 -8.99303 17.36613
H4 1.41995 -13.11002 19.01302
H5 2.27011 -14.19353 17.93186
H6 1.31215 -12.82770 17.26506
H7 5.87569 -13.99848 19.28181
H8 5.19324 -14.59225 17.74296
H9 4.18274 -14.61329 19.14931
H10 7.10201 -11.08935 19.43177
H11 7.27046 -10.72978 17.68571
H12 7.23383 -12.41796 18.27724
H13 5.28770 -8.51516 18.83251
H14 4.15517 -8.30289 17.43100
H15 5.84814 -8.88791 17.25002
C11 7.31874 -14.25087 14.08671
Ge1 5.85434 -14.13300 12.81403
C12 6.07224 -12.73216 11.47796
C13 5.79674 -15.60129 11.57274
C14 4.08235 -14.20112 13.61366
H16 7.95734 -13.33945 13.97932
H17 7.94778 -15.13698 13.86099
H18 6.96416 -14.35290 15.11658
H19 6.95859 -12.88255 10.85345
H20 6.15512 -11.73367 11.92588
H21 5.13434 -12.82117 10.84928
H22 6.70967 -15.56288 10.94759
H23 4.87139 -15.45386 10.99139
H24 5.74626 -16.55940 12.08975
H25 3.39733 -14.36123 12.76459
I1 3.04173 -9.22994 11.38635
C15 4.92227 -9.12121 12.45916
C16 5.97804 -8.30641 11.97129
C17 7.21237 -8.32652 12.58789
C18 7.35941 -9.09955 13.76744
C19 6.27701 -9.85747 14.17885
N1 5.08988 -9.88980 13.55179
H26 5.76412 -7.71863 11.07000
H27 8.03196 -7.73885 12.19873
H28 8.31097 -9.00139 14.34605
H29 6.27946 -10.46447 15.10549
F1 8.10852 -20.10468 13.87029
C20 7.15720 -19.22937 14.21911
C21 7.45325 -18.07519 14.95467
C22 6.37342 -17.19375 15.17912
C23 5.08374 -17.44621 14.69816
C24 4.81689 -18.66099 14.09365
C25 5.85713 -19.52349 13.72781
Sb1 3.57366 -15.94374 14.91056
C26 2.69717 -16.69465 16.99504
C27 1.33794 -16.61295 17.38194
C28 0.69588 -17.70986 18.01516
C29 1.38271 -18.89035 18.19335
F2 0.72678 -20.07136 18.32655
C30 2.78050 -18.91456 18.02948
C31 3.41829 -17.78609 17.45155
C32 2.07055 -16.72886 13.56192
C33 2.43191 -17.09963 12.28626
C34 1.46378 -17.24082 11.28031
C35 0.20757 -16.73937 11.53199
F3 -0.61347 -16.56368 10.48985
C36 -0.19922 -16.41873 12.85717
C37 0.75835 -16.47833 13.87729
H30 8.46691 -17.76994 15.26993
H31 6.60008 -16.31794 15.79460
H32 3.78283 -18.92262 13.78399
H33 5.70761 -20.41217 13.12457
H34 0.72034 -15.76186 17.11917
H35 -0.37356 -17.64014 18.20272
H36 3.36880 -19.81567 18.26736
H37 4.50644 -17.84601 17.37840
H38 3.46519 -17.36663 12.04978
H39 1.70878 -17.63664 10.29854
H40 -1.18506 -15.96765 13.05537
H41 0.45854 -16.36654 14.90360
C38 -1.83941 -10.98209 13.65171
N2 -0.75798 -11.67000 12.92455
C39 -0.97008 -12.12191 11.63964
C40 -0.03742 -12.85039 10.96048
C41 1.30584 -13.05030 11.54222
O1 2.23148 -13.67593 11.02747
N3 1.43270 -12.43300 12.80424
C42 0.46185 -11.85936 13.55649
O2 0.59432 -11.60162 14.77493
H42 -2.54472 -11.73636 14.07238
H43 -2.37846 -10.33250 12.98416
H44 -1.40761 -10.36128 14.47587
H45 -1.98529 -11.95380 11.24241
H46 -0.31284 -13.30038 10.00723

Results
Net charge: -2
Gap between HOMO and LUMO (spin up / spin down): 4.62 / 2.91 eV
E_tot: -5049.90308 a.u.
Energy above the lowest of the compared OMol25 structures with the same formula, charge and spin: 0.0 kJ/mol
Highest occupied orbital energy (spin up / spin down): -0.629 / 1.057 eV

***

Entry 2:
Density functional theory data (ωB97M-V/def2-TZVPD) for C3H7NO in the gas phase.

Geometry (Å):
C1 1.68626 -0.70876 -0.11327
C2 2.02427 0.74442 0.10225
C3 -2.13920 -0.11217 -0.01466
N1 0.46775 -0.95170 -0.12289
O1 -0.76076 0.19154 0.04957
H1 3.08396 0.98733 0.10390
H2 1.50747 1.32834 -0.66453
H3 1.57839 1.06722 1.04906
H4 -2.64691 0.60472 -0.65204
H5 -2.25809 -1.10832 -0.49425
H6 -2.58283 -0.18450 0.97834
H7 0.03971 -1.85813 -0.22149

Results
Gap between HOMO and LUMO: 9.49 eV
E_tot: -248.34115 a.u.
Energy above the lowest of the compared OMol25 structures with the same formula, charge and spin: 486.6 kJ/mol
Highest occupied orbital energy: -8.657 eV

***

Entry 3:
Density functional theory data (ωB97M-V/def2-TZVPD) for C7H15NO in the gas phase.

Geometry (Å):
H1 -2.52622 1.86900 -0.39389
N1 -1.53359 1.95506 -0.14596
C1 -0.96393 0.84077 0.08310
C2 0.78982 1.03362 0.64777
C3 1.67332 1.99840 -0.12213
C4 1.59857 -0.10888 1.21275
C5 -1.40677 -0.52828 -0.16358
C6 -1.81619 -1.30701 1.07084
O1 -0.09929 -1.25552 -0.71338
C7 0.08187 -1.57216 -2.07454
H2 0.38899 1.58223 1.50324
H3 2.29516 1.49129 -0.86544
H4 1.11903 2.80176 -0.61191
H5 2.34399 2.52279 0.57146
H6 0.97304 -0.85789 1.69854
H7 2.22264 -0.58626 0.45223
H8 2.31544 0.26878 1.95384
H9 -2.15190 -0.59748 -0.95798
H10 -2.63494 -0.80297 1.59504
H11 -2.15163 -2.30573 0.77725
H12 -0.99516 -1.42412 1.78168
H13 0.64186 -2.51587 -2.12212
H14 0.66957 -0.76153 -2.52377
H15 -0.83366 -1.73999 -2.65304

Results
Gap between HOMO and LUMO: 10.18 eV
E_tot: -405.61330 a.u.
SMILES string: [H]/N=C(/C(C)C)[C@H](C)OC
Energy above the lowest of the compared OMol25 structures with the same formula, charge and spin: 325.6 kJ/mol
Highest occupied orbital energy: -9.230 eV

***

Entry 4:
Density functional theory data (ωB97M-V/def2-TZVPD) for C5H6N2S in the gas phase.

Geometry (Å):
C1 1.89997 -1.62570 2.33853
C2 1.39686 -0.70935 1.69283
C3 0.36091 0.31344 1.46906
C4 0.63246 0.94246 0.04466
N1 -0.24774 0.02820 -0.72924
S1 -0.63459 0.59003 -2.45239
C5 -1.33981 -0.32286 0.09222
N2 -1.11915 -0.13974 1.36574
H1 2.13241 -2.89404 2.53752
H2 0.47637 1.18397 2.19329
H3 0.26438 1.98071 -0.10303
H4 1.56554 0.76755 -0.40184
H5 -0.15854 -0.48623 -2.94464
H6 -2.26079 -0.79953 -0.32240

Results
Gap between HOMO and LUMO: 9.61 eV
E_tot: -701.65027 a.u.
SMILES string: C#C[C@H]1CN(S)C=N1
Energy above the lowest of the compared OMol25 structures with the same formula, charge and spin: 495.4 kJ/mol
Highest occupied orbital energy: -9.200 eV

***

Entry 5:
Density functional theory data (ωB97M-V/def2-TZVPD) for 9 unconnected molecules or ions with the total composition C8H32ClN16O12.

Geometry (Å):
Cl1 0.53604 0.33111 -0.72837
O1 -0.76348 0.45551 -0.17446
O2 1.28765 1.40752 -0.16760
O3 1.10575 -0.89237 -0.36211
O4 0.49663 0.57657 -2.21308
C1 -1.64067 3.57642 2.34213
O5 -0.77439 3.17441 3.18294
N1 -1.40088 3.52737 1.09370
N2 -2.96060 3.50607 2.44412
H1 -0.55285 3.04083 0.84026
H2 -1.93163 4.00993 0.38268
H3 -3.11187 3.52964 3.44245
H4 -3.59326 3.87527 1.74875
C2 -0.12320 4.49337 -2.60946
O6 -0.58835 5.53930 -2.76813
N3 -0.47881 3.50723 -3.31213
N4 0.91728 4.19077 -1.81161
H5 0.00123 2.67599 -2.99799
H6 -1.24638 3.48277 -3.96813
H7 1.21982 4.97523 -1.25198
H8 1.35495 3.28806 -1.69478
C3 4.05045 -2.21067 -2.73480
O7 4.96662 -2.86638 -3.15350
N5 3.10224 -1.63142 -3.38782
N6 3.68081 -2.25720 -1.45866
H9 3.28058 -1.34066 -4.33848
H10 2.30467 -1.19811 -2.94484
H11 4.24722 -2.56926 -0.68283
H12 2.95023 -1.62704 -1.15990
C4 -3.23758 0.72153 -3.38344
O8 -3.20267 1.73822 -2.68358
N7 -2.31339 -0.30453 -3.47160
N8 -4.28635 0.46161 -4.14288
H13 -1.47140 -0.01838 -2.99280
H14 -2.30879 -0.82867 -4.33495
H15 -4.26349 -0.40445 -4.66202
H16 -5.12394 0.98415 -3.92959
C5 5.40456 -1.29535 1.01406
O9 5.07520 -2.46601 0.78396
N9 6.61537 -0.87305 0.96347
N10 4.52150 -0.36485 1.39016
H17 7.37666 -1.47484 0.68349
H18 6.77612 0.02187 1.40322
H19 4.72262 0.57422 1.70285
H20 3.56010 -0.67142 1.34746
C6 -3.37140 -0.06823 3.73245
O10 -3.87903 -1.19792 3.71138
N11 -2.96415 0.53289 4.83989
N12 -2.76534 0.42172 2.73203
H21 -3.28548 0.05800 5.67134
H22 -2.78740 1.51932 4.71410
H23 -2.15390 1.21826 2.84044
H24 -2.97895 0.14838 1.78347
C7 -3.19617 -2.92975 -0.50677
O11 -3.81631 -3.95557 -0.49227
N13 -2.18698 -2.61832 0.18977
N14 -3.61682 -1.99045 -1.37954
H25 -1.64690 -1.83516 -0.14948
H26 -1.99530 -3.18164 1.00587
H27 -2.92008 -1.29602 -1.60855
H28 -4.47455 -2.10966 -1.89934
C8 2.00921 -2.68439 3.09236
O12 2.50472 -1.72706 3.49127
N15 1.94165 -3.75847 3.79192
N16 1.33604 -2.79696 1.99503
H29 1.56529 -4.58220 3.34480
H30 2.34326 -3.85835 4.71324
H31 0.85373 -3.66035 1.78998
H32 1.30457 -2.01836 1.35247

Results
Multiplicity: 2
Gap between HOMO and LUMO (spin up / spin down): 8.19 / 2.50 eV
E_tot: -2562.96342 a.u.
Energy above the lowest of the compared OMol25 structures with the same formula, charge and spin: 0.0 kJ/mol
Highest occupied orbital energy (spin up / spin down): -8.688 / -8.688 eV

***

Entry 6:
Density functional theory data (ωB97M-V/def2-TZVPD) for a molecular structure, C7H28FN14O7V.

Geometry (Å):
V1 0.31214 0.13683 -0.68354
F1 1.29736 0.79882 -2.38931
C1 3.45252 -1.24002 -0.62752
O1 2.21991 -1.22716 -0.75356
N1 4.12737 -2.40126 -0.37807
N2 4.19580 -0.15141 -0.80568
H1 3.66669 -3.27710 -0.22142
H2 5.12842 -2.31743 -0.35904
H3 3.67877 0.70605 -0.90424
H4 5.19472 -0.25002 -0.83416
C2 1.95533 1.11337 2.09101
O2 1.35295 0.58923 1.15749
N3 2.93165 2.03800 1.91245
N4 1.72180 0.81586 3.38001
H5 3.50659 2.22284 2.71548
H6 3.20255 2.33960 0.99419
H7 1.14996 0.00668 3.55043
H8 2.05908 1.45119 4.07972
C3 0.03730 3.51017 -0.56721
O3 0.25645 2.32332 -0.30762
N5 0.29679 4.50707 0.28537
N6 -0.47227 3.97048 -1.72630
H9 0.45660 4.38610 1.26960
H10 0.20087 5.44625 -0.05417
H11 -0.83976 4.90313 -1.77695
H12 -0.51306 3.46933 -2.59692
C4 -2.67050 1.09610 -2.13668
O4 -1.47668 0.81257 -1.96218
N7 -3.65730 0.28800 -1.68560
N8 -3.14800 2.06328 -2.92616
H13 -4.62603 0.54264 -1.60436
H14 -3.38047 -0.49140 -1.11430
H15 -4.14842 2.08222 -2.98453
H16 -2.53837 2.70219 -3.40249
C5 -0.60561 -2.65907 -2.39552
O5 -0.29570 -1.65958 -1.74079
N9 -1.81197 -3.25789 -2.34213
N10 0.29107 -3.23015 -3.21485
H17 -2.11529 -4.03260 -2.90416
H18 -2.45236 -2.91579 -1.64868
H19 1.19868 -2.80587 -3.09448
H20 0.13046 -4.07494 -3.73128
C6 0.03619 -2.67242 1.52964
O6 0.08266 -1.65450 0.84391
N11 -1.08951 -3.44386 1.65402
N12 1.02459 -3.20181 2.28557
H21 -1.87341 -3.14772 1.09919
H22 -1.14297 -4.04123 2.45471
H23 1.99332 -2.97010 2.14443
H24 0.79024 -3.87554 2.98727
C7 -2.06487 0.74933 1.76585
O7 -1.32706 0.55730 0.79724
N13 -1.90723 1.72061 2.68149
N14 -3.22821 0.07606 1.96537
H25 -1.20295 2.43317 2.60177
H26 -2.64075 1.90640 3.34223
H27 -3.43331 -0.05040 2.94400
H28 -3.28677 -0.71492 1.34145

Results
Net charge: +2
Multiplicity: 3
Gap between HOMO and LUMO (spin up / spin down): 9.54 / 10.41 eV
E_tot: -2620.55121 a.u.
Energy above the lowest of the compared OMol25 structures with the same formula, charge and spin: 74.2 kJ/mol
Highest occupied orbital energy (spin up / spin down): -14.837 / -14.890 eV

***

Entry 7:
Density functional theory data (ωB97M-V/def2-TZVPD) for a molecular structure, C18H37AlBBr2Cl3N2O7.

Geometry (Å):
C1 4.23938 2.64717 -1.04967
C2 3.24125 1.46043 -0.96741
B1 2.48773 1.29882 -2.35829
O1 2.41219 2.40400 -3.17251
C3 1.75249 -0.08879 -2.84280
C4 2.66700 -1.27070 -3.17497
C5 3.48737 -1.80599 -1.98951
C6 4.99993 -1.68769 -2.13944
Br1 5.60519 -0.08037 -3.04355
C7 0.80062 0.32221 -3.98120
N1 0.16170 -0.71813 -4.78045
O2 -0.30599 1.04789 -3.31729
C8 -0.10306 1.00998 -1.99878
O3 -0.50604 1.80619 -1.19286
C9 0.71560 -0.26376 -1.70868
C10 -0.17709 -1.50350 -1.66674
C11 -1.38464 -1.22117 -0.75099
C12 -2.67489 -1.40900 -1.53872
Br2 -1.43370 -2.59598 0.72050
H1 3.70882 3.59078 -1.09167
H2 4.87740 2.58616 -0.17092
H3 4.89741 2.51012 -1.89942
H4 2.54935 1.64591 -0.14038
H5 3.83770 0.58678 -0.71278
H6 1.87245 3.08907 -2.76274
H7 1.98641 -2.07714 -3.46427
H8 3.25877 -1.05252 -4.05838
H9 3.27769 -2.87224 -1.89983
H10 3.11594 -1.36430 -1.06950
H11 5.45428 -1.66715 -1.15402
H12 5.43314 -2.54523 -2.63845
H13 1.17688 1.02284 -4.71596
H14 -0.84405 -0.64091 -4.77310
H15 0.40754 -1.65567 -4.50100
H16 1.12167 -0.13786 -0.70597
H17 -0.57544 -1.80712 -2.62612
H18 0.39833 -2.33254 -1.26012
H19 -1.32128 -0.24973 -0.27365
H20 -2.62748 -0.88251 -2.48728
H21 -2.78400 -2.47569 -1.71987
H22 -3.53509 -1.10494 -0.94846
C13 -5.25290 -0.73035 1.98055
Cl1 -5.97011 -0.78223 0.35683
Cl2 -6.21565 -1.64174 3.14759
H23 -4.25267 -1.15199 1.93108
H24 -5.19775 0.30072 2.30598
C14 -4.98869 3.46647 -1.08354
N2 -5.03333 2.70261 0.19317
O4 -5.97470 2.96074 1.05823
O5 -4.22694 1.89374 0.42596
H25 -5.81524 4.16841 -1.09619
H26 -4.03035 3.98423 -1.11222
H27 -5.07013 2.74205 -1.89201
C15 2.24018 -1.37906 5.72736
O6 1.90619 -1.25702 4.34867
C16 0.61414 -1.72005 4.04054
C17 -0.35546 -0.56710 3.85520
O7 -0.59928 0.10438 5.06930
C18 0.09983 1.33771 5.18337
H28 3.16844 -0.83784 5.89092
H29 1.46437 -0.95343 6.36710
H30 2.39469 -2.43003 5.98761
H31 0.24796 -2.40997 4.80874
H32 0.68825 -2.27192 3.09412
H33 -1.32253 -0.96990 3.51276
H34 0.01222 0.12531 3.08956
H35 -0.33794 2.08590 4.51415
H36 1.16111 1.21902 4.95728
H37 -0.00414 1.68237 6.20909
Al1 -3.22347 -3.82032 2.37623
Cl3 -7.79756 2.63161 0.77987

Results
Net charge: +2
Gap between HOMO and LUMO: 2.75 eV
E_tot: -8139.30243 a.u.
Highest occupied orbital energy: -13.284 eV

***

Entry 8:
Density functional theory data (ωB97M-V/def2-TZVPD) for a gas-phase ion, C4H13N3 (charge +2).

Geometry (Å):
C1 -1.92393 -0.49488 0.62460
C2 -0.83952 0.41564 1.05074
N1 0.41530 -0.18102 0.48588
C3 1.45893 -0.68115 1.39117
N2 0.87864 0.74805 -0.44318
C4 0.67540 0.95938 -1.71672
N3 0.00359 0.28231 -2.53814
H1 -2.48088 -0.25047 -0.33940
H2 -2.67628 -0.43348 1.44360
H3 -1.55818 -1.48743 0.53870
H4 -0.60756 0.22152 2.03755
H5 -0.87516 1.43517 0.79253
H6 0.03354 -1.05299 0.03999
H7 2.15678 -1.28029 0.75897
H8 2.00437 0.09772 1.98922
H9 0.93506 -1.40888 2.01646
H10 1.56583 1.40740 -0.15172
H11 1.11187 1.87446 -1.94911
H12 -0.05954 0.53946 -3.55278
H13 -0.21825 -0.71053 -2.47835

Results
Net charge: +2
Gap between HOMO and LUMO: 12.29 eV
E_tot: -323.73753 a.u.
SMILES string: CC[N@H+](C)/[NH+]=C\N
Energy above the lowest of the compared OMol25 structures with the same formula, charge and spin: 408.1 kJ/mol
Highest occupied orbital energy: -20.392 eV

***

| no. | molecular weight (g/mol) |
| --- | --- |
| 1 | 1210.32 |
| 2 | 73.09 |
| 3 | 129.20 |
| 4 | 126.18 |
| 5 | 579.90 |
| 6 | 490.33 |
| 7 | 697.46 |
| 8 | 103.17 |